16 unconnected molecules or ions with the total composition C78H179F9N16O28 at a distorted geometry, computed with ωB97M-V/def2-TZVPD.

```
310
Properties=species:S:1:pos:R:3:forces:R:3:mulliken_charge:R:1
C -9.350647 -6.349980 2.857805 -1.77 -1.82 -0.13 -0.74
O -8.992657 -5.124760 3.381135 1.80 2.61 0.59 -0.34
C -7.867487 -4.994840 4.245925 -0.16 -0.53 -0.04 -0.38
C -7.471007 -3.527240 4.451945 -1.13 -0.20 -0.37 -0.42
N -7.336017 -2.851800 3.077775 0.41 1.54 1.17 -0.12
H -6.707177 -3.403130 2.511475 0.42 -0.23 -0.10 0.44
H -8.203507 -2.831870 2.560895 -0.79 -0.38 0.12 0.50
C -6.829947 -1.397010 3.162835 0.81 -0.50 -0.53 -0.62
C -6.553717 -0.791270 1.768695 -0.46 -0.68 -0.20 0.20
O -6.566547 0.573630 1.893985 -0.33 0.32 1.62 -0.46
C -6.154827 1.324480 0.810205 0.49 0.97 -1.53 -0.74
H -8.596107 -7.117850 2.687085 0.61 0.41 0.09 0.30
H -9.910697 -6.203040 1.934305 0.38 0.31 -0.18 0.28
H -10.108297 -6.799490 3.499675 0.12 -0.25 0.32 0.31
H -7.014147 -5.563290 3.876105 0.28 -0.12 -0.51 0.09
H -8.042187 -5.428470 5.230575 -0.31 0.06 0.24 0.49
H -6.558677 -3.364090 5.025635 0.22 -0.41 -0.54 0.16
H -8.234867 -3.031960 5.051375 -0.33 0.29 -0.59 0.46
H -5.892647 -1.446930 3.716975 -0.22 0.04 0.23 -0.16
H -7.552807 -0.767890 3.682245 -0.11 -0.31 0.00 0.34
H -7.324017 -1.145560 1.083715 -0.48 0.00 -0.33 0.69
H -5.615487 -1.099080 1.307085 0.50 -0.43 0.25 -0.13
H -6.114257 2.378490 1.085005 -0.35 -0.11 0.27 0.33
H -6.799817 1.232540 -0.063655 -0.38 -0.11 0.03 0.61
H -5.146907 1.125010 0.446315 0.31 -0.55 0.22 -0.06
C -1.005787 -5.787340 -3.879515 -0.06 -0.55 -0.82 -0.26
O -1.000307 -5.997300 -2.439125 -0.75 1.60 -1.42 -0.49
C -1.912377 -4.994310 -1.986855 -0.36 -0.21 1.58 -0.26
C -1.732007 -4.761830 -0.493645 1.72 -1.00 0.37 -0.19
N -0.243387 -4.601110 -0.165365 -1.68 0.41 -0.38 0.83
H -0.098947 -4.638340 0.833555 -0.55 0.62 2.03 -0.50
H 0.256083 -5.451400 -0.383635 0.31 -0.50 -1.13 0.70
C 0.468543 -3.420390 -0.756975 0.40 -0.93 -0.28 1.18
C 1.357863 -3.938340 -1.907205 -0.04 -0.63 0.81 0.67
O 1.977753 -5.111010 -1.371375 1.65 -0.19 -0.52 -0.68
C 3.015323 -5.624360 -2.249635 -0.05 0.20 0.14 -0.81
H -1.978327 -5.950060 -4.344035 -0.42 -0.22 0.48 0.36
H -0.361357 -6.454640 -4.451825 0.36 -0.25 0.77 0.20
H -0.766777 -4.766670 -4.178195 0.38 0.26 0.38 -0.21
H -2.936777 -5.365500 -1.956645 -0.34 -0.08 -0.98 0.74
H -1.855617 -4.069040 -2.560225 0.17 0.02 -0.18 0.03
H -2.059537 -5.680380 -0.006715 0.37 -0.11 0.20 0.77
H -2.323807 -3.987290 -0.005835 0.32 0.34 -0.50 -0.65
H 1.036043 -3.052440 0.097815 0.44 0.20 -0.35 0.01
H -0.196357 -2.619020 -1.079195 -0.36 -0.42 0.05 -0.91
H 2.050863 -3.138300 -2.167545 0.29 -0.08 -0.11 0.51
H 0.838713 -4.297770 -2.795685 -0.47 0.67 -0.05 -0.82
H 3.665773 -6.396150 -1.838105 -0.61 0.00 0.93 0.43
H 3.718263 -4.832940 -2.509675 -0.17 0.38 -0.20 0.22
H 2.617213 -6.094560 -3.148815 -0.44 0.31 -0.17 0.24
C 5.832423 2.782260 -2.930465 -0.84 0.63 0.10 -0.34
O 6.017293 3.417440 -1.675335 1.36 0.13 0.09 -0.46
C 4.986223 3.159730 -0.761665 -0.55 0.27 0.04 2.45
C 4.922603 3.952040 0.540905 1.74 1.59 -0.13 -1.67
N 5.255663 5.459410 0.430325 1.26 -1.19 -0.04 0.59
H 4.569063 5.949770 -0.124865 -1.67 1.27 -1.26 0.01
H 5.173383 5.776300 1.385785 0.01 0.59 0.46 0.55
C 6.615423 5.952840 -0.103385 1.21 0.11 0.62 -0.51
C 6.930893 7.402490 0.438325 -1.57 -0.23 -1.96 -0.92
O 6.973943 7.314960 1.803585 0.42 0.96 2.41 -0.31
C 7.372713 8.581350 2.460275 0.08 -0.06 -0.74 -0.78
H 4.868553 3.098450 -3.329315 -0.28 0.16 -0.20 -0.12
H 5.762263 1.695990 -2.873945 0.40 -0.34 0.27 0.05
H 6.580083 3.104600 -3.655165 0.22 -0.05 0.42 0.48
H 5.060253 2.133110 -0.402975 -0.40 -0.55 -0.23 -0.15
H 4.073203 3.359570 -1.322515 -0.53 -0.32 0.23 -0.77
H 5.619763 3.661040 1.326645 0.17 -0.63 -0.29 0.39
H 3.946693 3.812610 1.005925 -0.14 0.34 -0.19 0.00
H 6.735143 5.740640 -1.165805 -0.92 0.83 -0.11 0.45
H 7.453593 5.348340 0.243245 -0.38 -0.49 0.89 0.27
H 6.144483 8.068190 0.082645 -0.66 0.05 0.15 0.42
H 7.786373 7.906100 -0.011805 0.75 -0.78 -0.09 0.57
H 8.303373 8.925160 2.008875 0.16 -0.16 -0.01 0.33
H 7.518143 8.524350 3.539025 -0.07 -0.95 -0.20 0.25
H 6.668923 9.404640 2.337895 -0.49 -0.34 -0.45 0.33
C -3.568287 7.052250 -5.635345 -0.06 0.66 0.26 -0.92
O -2.921907 5.867380 -5.219645 -0.35 -0.28 0.21 -0.22
C -1.540647 5.887400 -5.239885 1.04 -1.21 -0.59 -1.42
C -1.070147 4.422970 -5.028575 0.28 0.27 0.30 0.52
N -1.733537 3.361020 -5.978765 1.72 1.58 0.83 0.02
H -2.731407 3.265890 -5.855045 -0.50 0.20 0.75 0.45
H -1.634967 3.801770 -6.882155 0.14 -0.18 -0.73 0.50
C -1.146227 1.977250 -5.934675 0.27 -0.62 -0.38 -0.31
C 0.357173 1.784010 -6.384685 -3.13 0.21 -0.19 -1.09
O 1.162413 2.480470 -5.530605 0.59 0.90 -0.20 0.29
C 2.476753 2.518460 -6.073555 0.50 0.03 1.82 -0.62
H -3.232287 7.407730 -6.609435 -0.21 -0.43 -0.36 0.39
H -3.336107 7.890050 -4.977875 -0.07 -0.02 0.41 0.33
H -4.634427 6.830960 -5.585635 0.12 0.24 -0.33 0.26
H -1.015627 6.555680 -4.557355 -0.36 -0.20 1.09 0.51
H -1.101587 6.306250 -6.145365 -0.41 -0.31 -0.95 0.69
H -1.165807 4.088250 -3.995655 -0.64 -0.15 -0.15 -0.18
H 0.007053 4.368770 -5.186095 -0.16 -0.10 -0.41 0.11
H -1.847497 1.413970 -6.550335 0.44 -0.33 -0.30 0.50
H -1.331027 1.591510 -4.932105 0.27 0.30 0.12 -0.20
H 0.497513 2.146620 -7.402975 -0.13 -0.13 -0.30 0.75
H 0.547823 0.711220 -6.354945 -0.01 -0.34 -0.14 0.32
H 2.950593 3.257240 -5.427195 0.55 -0.09 -0.31 0.01
H 2.617703 2.777870 -7.122805 -0.59 0.07 -0.05 0.42
H 2.863283 1.519830 -5.869985 0.69 -0.08 -0.32 0.13
C -7.489707 3.830070 -2.389875 0.05 1.90 -0.55 -0.95
O -6.200497 4.106840 -1.830765 0.37 -1.91 0.10 -0.13
C -5.578187 5.276940 -2.225885 -0.11 1.17 0.52 -0.78
C -4.054587 5.237210 -1.868855 -1.36 -0.78 0.08 0.59
N -3.889977 4.440080 -0.555315 2.18 1.42 -0.37 -0.03
H -4.246487 4.981020 0.219525 -1.06 -0.03 0.09 0.43
H -4.310747 3.527780 -0.659025 -0.69 -0.50 -0.05 -0.10
C -2.435767 4.224230 -0.110475 -0.46 -1.77 0.55 -0.21
C -2.437647 3.506300 1.315355 -0.30 1.54 -0.55 -0.54
O -3.203177 2.337490 1.369655 -0.58 -0.37 0.19 0.55
C -3.276897 1.771900 2.693465 -0.40 -0.80 -1.03 -0.44
H -8.228807 4.386310 -1.813315 -0.32 -0.63 0.42 0.34
H -7.706647 2.775540 -2.560145 0.34 0.11 0.50 0.28
H -7.551777 4.357810 -3.341575 0.09 -0.35 -0.47 0.40
H -6.084057 6.103060 -1.726175 0.28 0.40 0.58 0.46
H -5.767407 5.563880 -3.260275 0.55 -0.55 -0.50 0.38
H -3.682567 6.254870 -1.750315 0.17 -0.21 0.18 0.52
H -3.504697 4.711040 -2.649155 0.12 -0.04 0.19 -0.62
H -1.931757 5.190020 -0.074065 0.00 -0.14 0.10 0.65
H -1.995997 3.565000 -0.858885 0.10 0.19 -0.10 -0.48
H -2.916057 4.228630 1.976765 0.20 0.31 0.44 0.81
H -1.438997 3.296580 1.698505 0.33 0.39 -0.32 -0.06
H -3.924837 0.903950 2.571255 -0.09 -0.08 -0.04 -0.58
H -3.776957 2.363160 3.460565 0.38 0.64 -0.15 0.79
H -2.310677 1.372560 3.001785 0.22 0.43 0.27 0.09
C -2.244007 -1.240730 1.183615 0.04 -0.13 2.17 0.55
O -1.180967 -0.897120 0.327445 -0.22 0.30 -1.13 1.08
C -1.113397 0.524520 0.143425 0.50 1.16 0.42 0.93
C 0.164873 1.045110 -0.514515 0.25 -2.78 -0.73 -0.85
N 0.258893 0.257860 -1.892025 0.32 2.08 0.80 2.07
H 0.456493 -0.712290 -1.692385 0.69 -0.30 0.03 -0.83
H -0.682937 0.216540 -2.254455 -0.53 0.46 -0.73 -0.27
C 1.240913 0.856140 -2.906575 0.39 -0.57 1.31 0.39
C 2.672203 0.621320 -2.354665 -0.48 -0.53 -0.01 -0.92
O 2.831343 -0.765080 -1.940205 -0.72 1.64 -1.13 0.40
C 4.065353 -1.003900 -1.345645 0.16 -1.65 1.29 -0.41
H -2.546897 -2.286110 1.243045 0.36 -0.29 -1.20 -0.26
H -3.150787 -0.635950 1.173805 0.11 0.33 -0.81 -0.25
H -1.906667 -1.164230 2.217265 0.35 0.52 0.36 -0.59
H -1.097217 0.995300 1.126385 -0.27 0.07 0.13 -0.50
H -1.924887 0.949280 -0.447475 -0.58 -0.45 0.14 -0.23
H 1.022123 0.741170 0.086185 0.13 0.04 -0.28 0.34
H 0.205563 2.126000 -0.649165 -0.33 -0.19 -0.31 0.20
H 1.079863 1.930520 -2.995245 -0.24 -0.05 0.22 -0.01
H 1.023643 0.430340 -3.886165 0.21 -0.37 0.25 -0.06
H 2.931463 1.264190 -1.513475 -0.52 0.11 0.35 -0.52
H 3.386773 0.956400 -3.106475 0.14 -0.50 -0.43 0.61
H 4.938963 -0.786290 -1.960095 -0.06 0.27 -0.01 0.25
H 4.059443 -2.058350 -1.069605 0.20 -0.53 -0.80 0.26
H 4.138153 -0.681600 -0.306935 0.12 1.40 -0.04 -0.25
C -5.232627 1.547570 6.339755 0.94 0.67 0.67 -0.56
O -3.878377 1.952810 6.651095 0.90 -0.51 0.49 -0.23
C -3.659977 2.356860 8.031625 -0.12 -0.33 -0.23 -0.58
C -2.202607 2.117070 8.561275 -0.26 0.50 -2.03 -0.56
N -1.266267 2.698230 7.448635 -0.11 -0.34 2.16 0.02
H -1.680997 2.320360 6.608805 0.39 -0.54 -0.80 0.19
H -1.427377 3.692880 7.379335 -0.08 0.51 0.22 0.44
C 0.257973 2.492160 7.530255 -0.58 0.71 -1.13 -0.97
C 0.588153 1.086660 7.185885 -0.35 -1.23 -0.78 -0.62
O -0.095547 0.737510 5.959805 -0.09 3.14 1.68 0.19
C 0.148553 -0.528860 5.591685 -0.16 -2.51 -1.27 -1.06
H -5.294197 1.397600 5.261885 0.13 -0.05 0.09 -0.09
H -5.891807 2.368730 6.621335 -0.33 -0.21 0.02 0.42
H -5.452297 0.631920 6.888785 -0.29 0.00 -0.05 0.34
H -4.296457 1.793880 8.714295 -0.25 0.04 -0.03 0.46
H -3.951427 3.407110 8.043075 0.21 0.15 0.55 0.39
H -1.961947 1.057410 8.646775 -0.07 0.08 -0.13 0.32
H -2.034157 2.599730 9.523965 0.02 0.19 -0.24 0.39
H 0.684353 2.824270 8.476835 -0.45 -0.07 0.08 0.38
H 0.608223 3.157630 6.741225 0.34 0.04 0.01 0.45
H 0.263493 0.411290 7.977445 -0.11 -0.25 0.14 0.44
H 1.648653 0.888580 7.030295 0.22 0.51 0.22 0.54
H 1.148153 -0.727780 5.205245 0.48 0.17 0.29 0.34
H -0.496817 -0.734260 4.737625 -0.25 -0.19 -0.05 -0.27
H -0.090777 -1.242520 6.380035 0.10 -0.19 0.10 0.58
C -1.099367 -9.966930 4.367245 0.00 -1.21 0.07 -0.91
O -1.970277 -8.956760 3.813835 -0.81 0.61 0.79 -0.26
C -3.320737 -8.959820 4.379135 1.48 0.55 -0.76 -0.90
C -4.170007 -7.715810 3.913105 1.31 0.00 -0.59 -0.59
N -3.390117 -6.360640 3.865115 -0.36 -1.71 2.47 -0.07
H -2.531797 -6.405610 3.334675 0.84 -0.41 -0.39 0.27
H -3.944857 -5.640740 3.424545 -0.32 0.29 -0.04 0.29
C -3.015657 -5.870180 5.290195 -0.16 2.08 -2.01 0.36
C -4.082787 -4.823240 5.651295 -0.77 -0.30 -0.03 -1.13
O -4.381397 -3.741580 4.724415 0.41 -1.18 0.73 0.21
C -3.373767 -2.742910 4.685235 0.12 0.19 -1.07 0.40
H -0.049557 -9.909540 4.079675 -0.32 0.81 -0.85 0.29
H -1.433907 -10.955860 4.053885 -0.16 -0.03 -0.16 0.37
H -0.976857 -10.048100 5.447295 -0.86 0.73 0.39 0.36
H -3.238057 -8.996610 5.465375 -0.12 0.14 0.12 0.41
H -3.850497 -9.855220 4.054015 -0.21 -0.01 -0.02 0.52
H -5.014607 -7.638300 4.597755 0.09 0.36 0.03 0.32
H -4.560007 -7.789880 2.897965 0.09 -0.49 0.05 0.56
H -2.078457 -5.340080 5.120605 0.25 -0.55 0.42 -0.78
H -2.982397 -6.678680 6.020495 0.11 0.06 -0.31 0.66
H -3.873977 -4.395730 6.631965 -0.05 -0.16 0.08 0.50
H -5.005197 -5.403980 5.650765 -0.38 0.28 0.50 0.29
H -3.015857 -2.383370 5.649985 0.00 -0.43 0.15 0.52
H -3.811947 -1.886880 4.172095 -0.09 0.12 -0.03 -0.60
H -2.584427 -3.127090 4.039135 0.56 0.24 0.30 -0.37
C -5.471837 -0.258070 -6.525235 1.11 1.04 0.13 -0.69
C -5.589847 -1.721860 -6.141695 -1.79 -0.09 -0.03 -0.37
N -5.602117 -1.856800 -4.634115 2.16 -0.73 2.39 0.36
C -6.495707 -2.504970 -3.787075 -0.04 1.21 1.12 -1.01
C -6.034827 -2.356440 -2.465695 -0.28 -1.07 -1.85 -0.23
N -4.761887 -1.824160 -2.523055 -0.77 -0.41 -2.39 0.96
C -4.549767 -1.522400 -3.830175 0.05 0.36 -0.31 -0.62
C -3.826247 -1.727100 -1.393245 -0.98 1.05 -0.16 0.45
H -4.584347 0.105340 -6.007175 0.20 0.20 0.04 -0.10
H -6.241437 0.473200 -6.278125 -0.56 -0.75 0.53 0.35
H -5.272367 0.003100 -7.564515 0.01 -0.96 -0.24 0.43
H -4.879937 -2.383140 -6.638505 0.61 0.31 0.62 0.26
H -6.538777 -2.174670 -6.429095 -0.24 0.28 -0.03 0.37
H -7.419507 -2.893770 -4.189365 0.00 -0.01 0.28 0.45
H -6.437987 -2.673700 -1.515325 -0.16 -0.09 -0.32 0.51
H -3.657387 -1.048380 -4.211455 0.22 -0.10 0.01 0.42
H -4.303147 -2.183380 -0.525795 0.06 -0.30 -0.23 -0.09
H -3.813717 -0.658760 -1.177405 0.73 0.07 0.14 0.01
H -2.846717 -2.163610 -1.588375 -0.20 0.17 -0.21 -0.72
C 11.258033 2.007690 4.005735 -0.46 -0.86 -1.03 -1.09
C 9.951413 1.193980 3.718975 1.09 0.99 1.72 -0.53
N 9.740543 0.964540 2.300545 -0.41 0.35 -1.58 0.28
C 10.574873 0.149360 1.570095 -0.25 0.55 -0.30 -0.50
C 10.090413 0.150670 0.282125 1.75 -1.46 0.98 -0.30
N 9.020563 0.932810 0.231085 -0.52 1.76 2.34 0.28
C 8.799653 1.493640 1.481605 1.45 -1.41 -0.38 -0.42
C 8.238513 1.058730 -0.952175 -1.37 0.80 -0.29 -0.76
H 11.122603 2.997830 3.570545 0.39 0.07 0.29 0.32
H 12.074473 1.478330 3.514515 0.17 0.29 -0.20 0.34
H 11.559913 2.016040 5.053065 -0.59 0.22 0.02 0.39
H 9.131863 1.761580 4.159745 -0.30 -0.33 -0.31 0.28
H 10.060463 0.232770 4.221245 -0.40 -0.07 -0.20 0.37
H 11.487643 -0.186030 2.039955 -0.20 -0.48 -0.31 0.44
H 10.389953 -0.414560 -0.588045 0.23 0.15 0.18 0.43
H 8.111353 2.253390 1.821355 -0.23 -0.22 -0.43 0.63
H 7.302363 0.546700 -0.729585 -0.16 -0.12 -0.55 0.30
H 8.746453 0.653830 -1.827485 0.02 -0.08 0.32 0.29
H 8.007283 2.108640 -1.131965 -0.01 -0.02 -0.10 0.23
C 2.496623 -6.416570 -6.178935 0.71 0.62 0.23 -1.55
C 2.325703 -4.863910 -5.898425 -0.05 -1.88 -0.24 0.47
N 3.558953 -4.158980 -5.466415 3.51 1.42 0.26 0.36
C 3.724133 -2.774880 -5.382845 -0.18 1.19 0.46 -0.79
C 5.023553 -2.398600 -5.036685 -1.92 -2.33 -1.35 -0.73
N 5.740513 -3.594200 -5.072145 -2.98 -0.60 1.12 0.12
C 4.807403 -4.626270 -5.222975 1.01 0.82 -0.32 -0.32
C 7.155103 -3.679070 -4.682735 -0.56 -0.53 -0.23 -0.83
H 3.082663 -6.660700 -7.064965 0.13 0.50 -0.11 0.44
H 1.565993 -6.959970 -6.342505 -0.33 0.62 0.16 0.38
H 2.992953 -6.948470 -5.367245 -0.03 0.16 0.28 0.33
H 1.611743 -4.729030 -5.085925 -0.13 0.24 -0.30 -0.24
H 1.996383 -4.393210 -6.824765 -0.13 0.22 0.32 0.47
H 2.876833 -2.133490 -5.575475 -0.04 -0.06 0.11 0.76
H 5.467463 -1.442160 -4.803035 -0.06 -0.15 -0.31 0.71
H 5.043973 -5.676910 -5.141805 0.21 0.10 -0.23 0.44
H 7.263543 -4.707180 -4.337295 0.79 0.16 -0.25 0.31
H 7.375263 -2.989930 -3.867435 -0.26 -0.09 0.00 0.33
H 7.737853 -3.381690 -5.554555 0.25 -0.50 0.15 0.35
N -0.981217 -1.875090 -5.173385 1.09 -0.94 -2.64 0.51
O -0.967947 -1.552330 -3.999105 -0.36 0.96 3.27 -0.19
O -1.857667 -1.523580 -5.943125 -1.93 0.97 -0.21 -0.63
O -0.060537 -2.555740 -5.638765 1.22 -0.79 0.31 -0.59
N -3.305737 1.945170 -2.835085 -0.67 -0.15 -1.41 0.41
O -3.795217 2.049820 -3.941545 -1.61 0.14 -1.83 -0.80
O -3.993237 1.694850 -1.854695 -0.83 -0.35 1.88 -0.94
O -2.099707 2.083190 -2.762965 3.41 0.17 1.44 -0.36
C 0.184113 -3.923630 3.497755 -0.32 -0.46 -3.26 1.39
O 1.423653 -3.994670 2.802295 1.63 -0.39 0.46 -0.45
O -0.679617 -4.751260 2.713045 0.66 1.48 2.53 -1.17
C 0.374513 -4.184760 5.008605 0.18 1.43 1.38 0.65
F 0.293963 -5.438560 5.291305 -0.04 -1.64 0.48 -0.22
F 1.478713 -3.676600 5.684175 -0.47 -0.59 -1.74 -0.30
F -0.621557 -3.518530 5.713175 -0.51 -0.53 -0.61 -0.22
C 2.377243 -2.923100 2.940975 0.39 -0.10 -1.13 0.47
C 3.617973 -3.147320 2.060005 -0.17 -0.47 -0.52 -0.87
H 4.142803 -2.222940 1.818775 -0.13 0.34 0.47 -0.11
H 4.344893 -3.804470 2.537335 -0.13 -0.09 0.00 0.48
H 3.393253 -3.561970 1.077325 -0.32 -0.32 -0.03 0.00
H 2.853803 -2.777960 3.910475 -1.01 0.07 0.49 0.50
H 1.846053 -2.053680 2.553615 0.09 0.65 0.47 -0.18
H -0.098297 -2.872900 3.431965 -0.46 0.59 0.24 -0.66
C 2.636203 2.499850 3.723185 2.96 4.53 2.69 -0.28
O 3.918953 2.080330 3.175765 -1.05 -0.34 -1.28 -0.26
O 2.947903 3.804060 4.163645 -2.52 -2.49 -1.95 -0.95
C 1.456113 2.196280 2.771875 2.17 1.58 -0.46 0.24
F 0.311013 2.673580 3.209345 -1.00 0.60 0.27 -0.20
F 1.647573 2.614020 1.484915 0.02 1.36 -0.19 0.40
F 1.284653 0.920520 2.555965 -0.70 -3.23 0.54 -0.02
C 4.129613 0.723920 3.049885 1.42 -1.02 0.26 0.64
C 5.595333 0.533680 2.688045 1.00 -0.34 -0.25 -1.01
H 5.932853 1.171510 1.871135 -0.24 0.51 0.03 -0.42
H 6.250643 0.677200 3.547155 -0.12 0.56 0.10 0.54
H 5.929113 -0.446570 2.347735 -0.70 -0.55 -0.01 0.52
H 3.504153 0.186460 2.337125 -0.33 0.10 -0.27 -0.39
H 4.027893 0.242840 4.022675 -0.48 -0.32 0.26 0.17
H 2.493053 1.973050 4.666635 -0.60 -1.29 -0.02 0.06
C 2.942043 6.465090 -2.399105 1.82 3.66 2.10 0.01
O 2.482573 7.533620 -3.276475 -1.45 -0.19 -0.34 -0.38
O 3.545913 7.123790 -1.227505 -2.07 -3.45 -2.75 -1.05
C 1.788413 5.374450 -2.143125 0.59 3.42 0.77 0.57
F 1.876743 4.824940 -0.946875 0.25 -0.73 1.21 -0.17
F 0.500823 5.812720 -2.230955 0.10 0.30 -0.16 -0.25
F 1.884413 4.411810 -3.013095 0.19 -2.31 -1.97 -0.11
C 2.266683 7.305270 -4.688325 1.64 -0.42 0.20 0.17
C 1.928013 8.574960 -5.493505 -0.38 -1.13 1.69 -1.29
H 0.875313 8.769620 -5.288515 -0.02 0.51 -0.37 0.26
H 2.538693 9.380170 -5.085095 -0.05 0.09 -0.43 0.36
H 2.111183 8.342520 -6.542565 -0.05 0.39 0.04 0.36
H 1.611133 6.470090 -4.934925 -0.94 -0.08 0.40 -0.12
H 3.190613 6.922630 -5.121945 0.68 -0.02 0.12 0.35
H 3.748133 6.039450 -2.996725 0.06 -1.18 -0.08 0.18
```
Positions in Å, forces in eV/Å.

The net charge is +6. As for the energy relative to the best compared isomer or geometry (same formula, charge and spin): 923.44 kJ/mol. The energy comes out at -6958.0316 Ha. The calculation puts the frontier orbital gap at 4.538 eV.